Run A
C3H6N2S | wB97M-V/def2-TZVPD

Positions of all 12 atoms, in Å:
S  -2.292  -0.885  -0.272
N  -2.175  0.646  0.180
H  1.868  -0.266  -1.235
H  -1.078  2.444  0.564
N  0.234  1.034  -0.390
H  1.640  -2.208  0.285
H  0.499  -1.179  1.441
C  1.142  -1.153  0.443
H  0.859  1.771  -0.395
C  1.156  -0.153  -0.469
C  -1.044  1.354  0.225
H  -0.809  -1.406  -0.376

Summary:
**E_LUMO**: 0.8 eV
**SMILES**: C=CN/C=N\S
**HOMO**: -7.9 eV
**Gap between HOMO and LUMO**: 0.322 Ha

Charges obtained by Mulliken population analysis, quoted in units of e:
1 S -0.140
2 N -0.360
3 H 0.314
4 H 0.265
5 N -0.224
6 H 0.239
7 H 0.283
8 C -0.706
9 H 0.236
10 C -0.160
11 C 0.108
12 H 0.145


Run B
C3H6N2S | wB97M-V/def2-TZVPD

Positions of all 12 atoms, in Å:
N  0.055  1.250  1.220
H  1.469  -0.123  0.444
C  -0.648  1.333  0.189
S  0.620  0.012  2.369
H  -1.597  0.499  -1.630
C  -0.094  -0.638  -0.938
H  -0.789  2.323  -0.362
H  -0.446  -1.285  -1.841
H  -0.502  -1.057  2.243
H  1.785  -1.700  -0.722
N  -1.054  0.333  -0.630
C  1.202  -0.946  -0.342

Summary:
**E_LUMO**: 0.5 eV
**SMILES**: C=CN/C=N\S
**HOMO**: -8.4 eV
**Gap between HOMO and LUMO**: 0.326 Ha

Charges obtained by Mulliken population analysis, quoted in units of e:
1 N -0.489
2 H 0.176
3 C 0.160
4 S -0.155
5 H 0.343
6 C -0.021
7 H 0.286
8 H 0.210
9 H 0.181
10 H 0.338
11 N -0.279
12 C -0.749


Energetically preferred structure: run A | next structure: +20.0 kcal/mol


Run A
C3H6N2S | wB97M-V/def2-TZVPD

Positions of all 12 atoms, in Å:
N  -0.207  -0.071  -0.053
H  2.179  -0.576  0.544
S  -1.855  0.040  -0.109
H  2.179  2.288  0.031
H  1.809  0.858  -1.232
H  -2.190  -0.197  1.208
C  0.547  -1.286  -0.137
H  -0.166  -2.060  -0.605
C  0.459  1.130  0.373
H  0.028  1.724  1.212
N  1.726  -1.470  0.223
C  1.529  1.509  -0.337

Summary:
**E_LUMO**: 0.7 eV
**SMILES**: [H]/N=C\N(S)C=C
**HOMO**: -9.1 eV
**Gap between HOMO and LUMO**: 0.362 Ha

Charges obtained by Mulliken population analysis, quoted in units of e:
1 N -0.093
2 H 0.347
3 S -0.183
4 H 0.288
5 H 0.317
6 H 0.134
7 C 0.165
8 H 0.299
9 C -0.123
10 H 0.280
11 N -0.635
12 C -0.797


Run B
C3H6N2S | wB97M-V/def2-TZVPD

Positions of all 12 atoms, in Å:
H  -1.529  0.034  -0.510
C  -2.421  1.659  0.165
S  -3.418  -0.848  -0.311
N  -2.349  0.400  -0.158
H  -3.199  2.001  0.691
C  1.573  -0.481  -0.146
H  3.295  -0.677  1.037
H  2.791  -2.028  0.461
C  2.903  -1.083  0.095
H  3.581  -1.040  -0.893
H  -1.685  2.279  -0.157
N  0.458  -0.217  -0.273

Summary:
**E_LUMO**: 0.4 eV
**SMILES**: C=[NH+][S-].CC#N
**HOMO**: -7.6 eV
**Gap between HOMO and LUMO**: 0.295 Ha

Charges obtained by Mulliken population analysis, quoted in units of e:
1 H 0.280
2 C -0.391
3 S -0.337
4 N -0.045
5 H 0.325
6 C 0.299
7 H 0.276
8 H 0.296
9 C -0.839
10 H 0.250
11 H 0.267
12 N -0.381


Run C
C3H6N2S | wB97M-V/def2-TZVPD

Positions of all 12 atoms, in Å:
H  0.391  1.217  -1.177
N  -0.280  1.446  2.895
H  -1.558  -2.229  -0.877
N  -0.201  1.276  1.719
H  1.611  0.432  -0.177
C  -0.805  -1.571  -1.264
H  -0.581  -1.654  -2.314
C  -0.165  -0.709  -0.481
H  -0.146  2.401  3.234
S  -0.487  -0.767  1.242
H  1.354  -0.108  -1.849
C  0.865  0.265  -0.950

Summary:
**E_LUMO (alpha / beta)**: 0.0 / 0.1 eV
**SMILES**: [H]/N=N/SC(=C)C
**HOMO (alpha / beta)**: -8.3 / -8.3 eV
**Gap between HOMO and LUMO (alpha / beta)**: 0.309 / 0.309 Ha

Charges obtained by Mulliken population analysis, quoted in units of e:
1 H 0.268
2 N -0.417
3 H 0.284
4 N 0.097
5 H 0.335
6 C -0.912
7 H 0.267
8 C 0.705
9 H 0.257
10 S -0.109
11 H 0.381
12 C -1.155


Run D
C3H6N2S | wB97M-V/def2-TZVPD

Positions of all 12 atoms, in Å:
C  -1.449  -0.947  0.548
H  1.615  1.456  0.993
S  -1.342  0.833  0.748
N  -0.196  -0.158  -1.126
C  -0.671  -1.241  -0.641
H  -2.506  -1.269  0.386
H  -1.247  -1.568  1.534
H  -0.605  -2.098  -1.233
C  2.204  1.342  0.154
N  -0.332  1.032  -0.571
H  2.140  2.261  -0.423
H  2.389  0.357  -0.369

Summary:
**E_LUMO (alpha / beta)**: -1.0 / 0.7 eV
**HOMO (alpha / beta)**: -8.3 / -8.1 eV
**Gap between HOMO and LUMO (alpha / beta)**: 0.267 / 0.322 Ha

Charges obtained by Mulliken population analysis, quoted in units of e:
1 C -0.375
2 H 0.265
3 S 0.034
4 N -0.292
5 C -0.198
6 H 0.270
7 H 0.295
8 H 0.456
9 C -0.753
10 N -0.216
11 H 0.268
12 H 0.245


Energetically preferred structure: run A | next structure: +18.0 kcal/mol


Run A
C3H6N2S | wB97M-V/def2-TZVPD

Positions of all 12 atoms, in Å:
C  -0.944  0.325  0.441
C  0.257  0.889  -0.381
H  0.390  1.886  0.082
H  -0.721  0.592  1.683
N  0.435  -1.282  -0.193
S  2.943  -0.184  0.127
H  -1.296  -0.917  -0.925
H  0.699  -2.059  0.367
N  -0.950  -1.030  0.047
H  0.082  1.156  -1.449
C  1.221  -0.220  -0.120
H  -2.117  0.844  0.321

Summary:
**E_LUMO**: 0.3 eV
**SMILES**: S=C1CCNN1
**HOMO**: -8.5 eV
**Gap between HOMO and LUMO**: 0.320 Ha

Charges obtained by Mulliken population analysis, quoted in units of e:
1 C -0.516
2 C -0.406
3 H 0.285
4 H 0.260
5 N -0.042
6 S -0.290
7 H 0.301
8 H 0.279
9 N -0.438
10 H 0.253
11 C 0.040
12 H 0.273


Run B
C3H6N2S | wB97M-V/def2-TZVPD

Positions of all 12 atoms, in Å:
H  0.349  -1.327  -0.619
H  -1.690  -1.264  0.955
H  -2.639  0.250  0.770
H  -2.447  -0.844  -0.671
N  0.461  -0.389  -0.321
C  1.802  0.028  -0.135
C  -1.955  -0.447  0.252
H  3.078  1.336  0.215
C  -0.743  0.364  -0.114
N  2.097  1.109  0.392
H  2.472  -0.787  -0.555
S  -0.784  1.972  -0.171

Summary:
**E_LUMO**: 0.3 eV
**SMILES**: [H]/N=C/NC(C)=S
**HOMO**: -8.1 eV
**Gap between HOMO and LUMO**: 0.312 Ha

Charges obtained by Mulliken population analysis, quoted in units of e:
1 H 0.239
2 H 0.300
3 H 0.330
4 H 0.274
5 N -0.206
6 C 0.001
7 C -0.993
8 H 0.239
9 C 0.319
10 N -0.514
11 H 0.274
12 S -0.264


Energetically preferred structure: run B | next structure: +44.1 kcal/mol


Run A
C3H6N2S | wB97M-V/def2-TZVPD

Positions of all 12 atoms, in Å:
N  0.336  -0.986  -0.188
H  1.959  1.770  -0.435
C  1.832  0.959  0.140
C  0.551  0.259  -0.095
H  1.638  1.463  1.175
S  -0.960  1.252  -0.193
H  -1.089  -1.959  0.740
H  2.671  0.316  0.064
H  -1.282  -1.579  -1.229
C  -1.078  -1.348  -0.139
N  -1.840  -0.176  0.259
H  -2.737  0.029  -0.101

Summary:
**E_LUMO**: 0.7 eV
**SMILES**: CC1=NCNS1
**HOMO**: -7.9 eV
**Gap between HOMO and LUMO**: 0.317 Ha

Charges obtained by Mulliken population analysis, quoted in units of e:
1 N -0.530
2 H 0.401
3 C -1.136
4 C 0.628
5 H 0.266
6 S -0.113
7 H 0.303
8 H 0.293
9 H 0.297
10 C -0.232
11 N -0.469
12 H 0.290


Run B
C3H6N2S | wB97M-V/def2-TZVPD

Positions of all 12 atoms, in Å:
S  2.982  -0.090  -0.075
H  1.262  -1.425  0.531
H  -2.063  0.908  0.639
C  -2.063  -0.097  0.168
N  0.577  1.405  -0.336
N  1.397  -0.765  -0.221
C  -0.947  -0.597  -0.361
H  -0.273  1.872  -0.308
H  2.712  0.762  0.938
H  -3.040  -0.573  0.204
H  -0.891  -1.553  -0.842
C  0.347  0.152  -0.337

Summary:
**E_LUMO**: 0.6 eV
**SMILES**: [H]/N=C(\C=C)NS
**HOMO**: -9.1 eV
**Gap between HOMO and LUMO**: 0.359 Ha

Charges obtained by Mulliken population analysis, quoted in units of e:
1 S -0.168
2 H 0.310
3 H 0.171
4 C -0.732
5 N -0.664
6 N -0.437
7 C -0.173
8 H 0.220
9 H 0.135
10 H 0.267
11 H 0.371
12 C 0.699


Run C
C3H6N2S | wB97M-V/def2-TZVPD

Positions of all 12 atoms, in Å:
H  0.525  0.837  -1.239
H  0.970  -0.141  1.657
H  -1.006  -1.076  -0.514
N  -1.084  -0.140  -0.171
C  1.256  0.004  0.604
S  2.670  -0.219  -0.116
H  -0.239  1.726  0.152
N  -3.394  -0.434  0.057
C  -2.393  0.322  0.039
C  0.093  0.709  -0.247
H  -2.255  1.304  0.500
H  -3.107  -1.337  -0.273

Summary:
**E_LUMO**: -0.6 eV
**SMILES**: [H]/N=C\NCC=S
**HOMO**: -9.0 eV
**Gap between HOMO and LUMO**: 0.310 Ha

Charges obtained by Mulliken population analysis, quoted in units of e:
1 H 0.317
2 H 0.314
3 H 0.220
4 N -0.277
5 C -0.165
6 S -0.215
7 H 0.258
8 N -0.631
9 C 0.201
10 C -0.468
11 H 0.225
12 H 0.221


Run D
C3H6N2S | wB97M-V/def2-TZVPD

Positions of all 12 atoms, in Å:
H  2.262  0.684  -0.086
H  -0.706  -1.515  1.271
H  -1.044  2.341  0.104
N  0.429  0.886  0.060
C  -0.863  -1.212  0.187
H  0.506  -0.533  -1.295
N  1.581  1.450  -0.058
H  1.329  -0.931  0.269
C  -0.799  1.260  0.230
H  -1.161  -2.087  -0.390
S  -2.000  0.175  -0.093
C  0.466  -0.518  -0.200

Summary:
**E_LUMO**: 0.7 eV
**HOMO**: -7.2 eV
**Gap between HOMO and LUMO**: 0.288 Ha

Charges obtained by Mulliken population analysis, quoted in units of e:
1 H 0.244
2 H 0.276
3 H 0.338
4 N 0.811
5 C -0.511
6 H 0.349
7 N -1.185
8 H 0.408
9 C -0.131
10 H 0.354
11 S -0.135
12 C -0.817


Energetically preferred structure: run B | next structure: +5.8 kcal/mol